Here is a gas-phase ion, C10H15IN4 (charge +2) at a distorted geometry from the Open Molecules 2025 dataset. Energies are from the ωB97M-V functional and the def2-TZVPD basis.

```
30
Properties=species:S:1:pos:R:3:forces:R:3
C 0.694236 -3.842439 -0.828511 2.187 0.069 -0.202
N 0.316938 -3.326341 0.565181 2.064 -0.826 -1.409
C 0.074246 -1.850256 0.811055 -3.155 -2.710 -4.204
C -1.349119 -1.746434 0.073569 3.171 2.923 -2.958
N -1.554354 -0.323459 -0.047776 -1.408 1.618 0.947
C -0.586543 0.571698 0.053758 1.831 0.059 -0.634
C 0.791687 0.083516 -0.089878 1.324 0.162 0.289
N 1.123612 -1.086564 0.243897 -0.650 -1.334 0.965
C -1.148807 1.844037 0.112361 -0.185 -0.477 -0.095
C -0.563773 3.085811 0.037990 0.233 3.461 0.324
C -1.415223 4.300048 -0.132832 -3.742 -2.092 4.089
C 0.861137 3.541577 0.233382 -1.337 0.959 -4.869
N -2.521494 1.677901 0.112303 -0.330 0.881 -0.557
C -2.768561 0.438834 -0.024426 0.241 -0.914 0.570
I -4.614975 -0.422782 -0.012702 -0.128 -0.188 -0.089
H 1.232301 -4.869351 -0.803921 -1.013 1.930 0.323
H -0.079640 -3.821353 -1.552843 -1.400 -0.405 0.004
H 1.310624 -3.047214 -1.176424 1.315 0.068 -0.549
H 1.131960 -3.559639 1.113387 0.024 -0.723 0.699
H -0.443344 -3.957341 0.638815 -1.328 -0.352 1.986
H -0.156173 -1.794724 1.822341 0.292 0.660 2.095
H -1.478166 -2.048934 -0.993938 0.801 -0.806 0.850
H -2.101800 -2.127335 0.612447 -2.708 -1.617 2.259
H 1.707347 0.563429 -0.423658 -0.771 1.292 -0.428
H -1.598275 4.764517 0.926988 1.043 -0.716 -1.307
H -1.026671 5.024842 -0.696599 2.001 2.771 -2.149
H -2.503035 4.230419 -0.337357 0.770 -0.865 -0.577
H 1.380160 3.809066 -0.810468 -1.237 -0.928 1.797
H 0.978866 4.475817 0.701796 -0.615 1.241 0.842
H 1.420304 2.883368 0.712129 2.709 -3.141 1.989
```
Positions in Å, forces in eV/Å.

* DFT total energy: -906.04202 hartree
* structure (SMILES): C[NH2+][C@@H]1C[N+]2=C(C=N1)C(=C(C)C)N=C2I
* gap between HOMO and LUMO: 0.2601 hartree
* LUMO energy: -8.78 eV
* energy above the lowest of the compared OMol25 structures with the same formula, charge and spin: 0.0 kJ/mol
* HOMO energy: -15.9 eV
* charge: +2
* multiplicity: 1

---

Here is 4 unconnected molecules or ions with the total composition C3H12O4 at a distorted geometry from the Open Molecules 2025 dataset. Energies are from the ωB97M-V functional and the def2-TZVPD basis.

```
19
Properties=species:S:1:pos:R:3:forces:R:3
C -0.974114 0.817766 -0.242324 -1.066 -0.924 0.214
C -0.194355 0.081744 0.550559 0.444 0.603 -0.246
C -0.434277 -1.340731 0.931194 -0.643 -0.304 -0.356
O 1.024215 0.492992 0.971542 0.723 -0.215 0.246
H -1.991050 0.451440 -0.325193 0.057 -0.017 -0.449
H -0.724306 1.670199 -0.847947 0.349 0.405 0.442
H -1.465826 -1.643105 0.691161 0.295 0.197 0.454
H 0.171463 -1.943079 0.269776 0.371 -0.146 -0.400
H -0.106505 -1.653539 1.919478 -0.309 0.433 0.266
H 1.164072 1.432702 0.817980 -0.205 0.012 -0.139
O 4.007769 3.067257 0.892775 -0.320 0.023 0.480
H 3.874280 2.337739 0.284204 0.245 0.063 -0.215
H 4.599152 3.708883 0.496146 0.048 -0.144 -0.278
O -6.376022 -1.645403 0.186781 0.700 0.254 -0.009
H -5.888530 -1.088140 0.807811 -0.386 -0.023 0.200
H -5.688903 -1.782004 -0.477998 -0.310 -0.227 -0.191
O 2.923124 -0.902957 -1.928502 0.050 0.017 -0.124
H 3.521923 -0.450670 -2.530328 0.044 0.054 0.040
H 2.557890 -1.611098 -2.467108 -0.086 -0.060 0.065
```
Positions in Å, forces in eV/Å.

* DFT total energy: -422.41516 hartree
* structure (SMILES): C=C(C)O.O.O.O
* gap between HOMO and LUMO: 0.3331 hartree
* LUMO energy: 0.41 eV
* energy above the lowest of the compared OMol25 structures with the same formula, charge and spin: 121.6 kJ/mol
* HOMO energy: -8.7 eV
* charge: 0
* multiplicity: 1

---

Here is a molecular structure, H24O12 at a distorted geometry from the Open Molecules 2025 dataset. Energies are from the ωB97M-V functional and the def2-TZVPD basis.

```
36
Properties=species:S:1:pos:R:3:forces:R:3
H 1.005400 0.025945 0.225447 0.302 0.127 -0.119
H -0.502976 -0.119272 0.342721 -0.020 0.044 -0.109
H -1.577893 1.165081 -1.603797 0.336 0.185 0.065
H -2.782871 2.015727 -1.970503 -0.075 -0.043 0.135
H 3.351678 4.664575 0.372102 0.051 -0.001 0.123
H 3.854396 3.269754 0.037750 -0.014 -0.058 0.160
H 1.369843 -3.110070 0.097682 0.073 -0.094 -0.001
H 1.982752 -2.044530 0.991555 0.263 0.091 -0.122
H 0.789704 -2.370816 2.609700 -0.078 -0.156 0.205
H 1.325780 -3.447418 3.538996 0.011 0.043 0.011
H 1.845224 2.921125 -1.949276 -0.120 -0.049 -0.065
H 2.007250 1.461716 -1.556958 -0.173 -0.005 0.104
H 2.709814 -2.177993 -2.144263 0.138 -0.025 0.145
H 3.485604 -1.029527 -2.768135 0.032 -0.117 -0.046
H 1.891684 1.243255 1.691234 0.096 0.320 -0.023
H 3.325825 0.740191 1.705599 0.058 -0.017 -0.082
H -5.991113 1.159938 -0.707722 0.013 -0.074 0.006
H -4.744659 0.901347 0.122656 -0.047 0.010 -0.233
H -3.623889 1.376697 1.921540 0.084 0.086 0.158
H -2.385578 2.120045 2.394891 -0.088 0.072 -0.014
H -2.592466 -0.936220 -0.871866 -0.429 0.357 -0.424
H -2.312705 -1.564373 -2.227300 -0.162 0.050 -0.023
H -1.672169 -2.472421 0.333665 0.039 -0.300 -0.014
H -0.554875 -3.077509 -0.500339 0.798 -0.735 0.550
O 0.192433 0.103053 -0.286538 -0.342 -0.344 0.258
O -2.201845 1.799047 -1.232635 -0.143 -0.165 -0.015
O 3.702151 3.864934 0.780430 -0.046 0.086 -0.218
O 2.218207 -2.742258 0.369681 -0.223 0.014 0.056
O 0.974056 -2.550045 3.538614 0.005 0.077 -0.173
O 1.396388 2.069107 -1.989293 0.306 0.162 -0.112
O 3.554721 -1.967547 -2.557583 -0.113 0.182 -0.077
O 2.588447 0.917045 1.110632 -0.156 -0.328 0.098
O -5.250670 0.549408 -0.618345 -0.035 0.134 0.105
O -3.273858 1.869235 2.672456 0.066 -0.127 -0.136
O -2.613617 -1.779932 -1.337369 -6.701 6.242 -4.368
O -1.490158 -2.847284 -0.535437 6.294 -5.646 4.197
```
Positions in Å, forces in eV/Å.

* DFT total energy: -917.09126 hartree
* gap between HOMO and LUMO: 0.2835 hartree
* LUMO energy: -0.48 eV
* energy above the lowest of the compared OMol25 structures with the same formula, charge and spin: 614.6 kJ/mol
* HOMO energy: -8.2 eV
* charge: 0
* multiplicity: 1